Entry from the OMol25 dataset: an isolated molecule of C3H5N3O in a non-equilibrium geometry (wB97M-V/def2-TZVPD).

```
12
Properties=species:S:1:pos:R:3:forces:R:3:nbo_charge:R:1
N 0.177064 1.624808 -0.089076 -0.9411 0.0530 -0.5625 -0.778
C 0.620813 0.288874 0.128009 -0.0455 -0.3369 -0.5180 -0.045
C 1.714958 -0.459730 -0.159627 -0.1107 0.2321 0.1346 0.142
O 1.439388 -1.754025 0.057041 0.2708 -0.0415 0.1546 -0.283
N 0.108735 -1.909254 0.447177 -0.2581 0.3854 0.1926 -0.178
C -0.344783 -0.686372 0.491687 0.0981 -0.0794 -0.5001 0.277
N -1.638983 -0.221020 0.663018 -0.2186 -0.1875 -0.3979 -0.799
H -0.726491 1.533804 -0.654021 1.9647 0.6137 0.3860 0.329
H -0.203245 1.942558 0.802771 0.3120 0.2854 -0.0161 0.369
H 2.722577 -0.261123 -0.500454 -0.2133 0.1025 0.0554 0.216
H -1.756166 0.528732 -0.054876 -0.6923 -1.2344 1.1443 0.358
H -2.318435 -0.967500 0.590977 -0.1661 0.2076 -0.0730 0.393
```
Positions in Å, forces in eV/Å.

E_HOMO: -0.35011 Eh
energy: -356.7508 a.u.
energy relative to the best compared isomer or geometry (same formula, charge and spin): 2.9000 eV
molecular weight: 99.09 u
SMILES: Nc1conc1N
net charge: 0